Entry from the OMol25 dataset: a 2-piece molecular cluster, C2H6OS overall at a distorted geometry (ωB97M-V with the def2-TZVPD basis set).

Geometry as ORCA input:
```
! RIJCOSX wB97M-V def2-TZVPD def2/J DEFGRID3
* xyz 0 1
C 1.87 -0.21 0.52
C 1.74 0.19 -0.79
H 0.92 -0.60 0.93
H 2.63 0.04 1.16
H 0.79 0.05 -1.23
H 2.55 0.75 -1.33
O -3.51 -0.03 0.10
S -1.97 -0.42 0.59
H -3.75 0.59 0.79
H -1.27 -0.36 -0.73
*
```

LUMO level	0.38	eV
E_tot	-553.1302	hartree
HOMO level	-9.094	eV

Entry from the OMol25 dataset: a 2-piece molecular cluster, C3H3NS2 overall at a distorted geometry (ωB97M-V with the def2-TZVPD basis set).

Geometry as ORCA input:
```
! RIJCOSX wB97M-V def2-TZVPD def2/J DEFGRID3
* xyz 0 1
C 1.33 -1.10 0.21
C 0.54 -0.27 -0.56
C -0.85 0.34 -0.54
N 1.97 -1.90 0.80
S 2.50 1.15 -0.94
S -1.43 1.03 1.10
H -1.53 -0.50 -0.87
H -1.11 1.32 -0.98
H -1.41 -0.08 1.79
*
```

LUMO level (alpha / beta)	-3.31 / -3.49	eV
E_tot	-966.9999	hartree
HOMO level (alpha / beta)	-9.148 / -8.921	eV